Record 1
The following is a quantum chemistry calculation of a molecular structure, C28H29F10N8O3SSr at a distorted geometry, from the Open Molecules 2025 dataset.

Summary:
LUMO level = 2.3 eV
calculated total energy = -3175.890382 Ha
ΔE to the lowest compared entry with this formula, charge and spin = 3.96 kJ/mol
charge = -1

CARTESIAN COORDINATES (ANGSTROEM)
Sr1 0.035 0.569 0.673
C1 1.883 3.453 2.179
N1 1.779 2.017 2.369
C2 1.182 1.765 3.690
C3 1.010 0.310 4.095
N2 0.198 -0.397 3.135
C4 -0.317 -1.570 3.488
C5 -1.199 -2.213 2.577
F1 -1.413 -1.588 1.384
C6 -1.851 -3.400 2.793
F2 -2.688 -3.889 1.863
C7 -1.657 -4.092 3.980
F3 -2.308 -5.248 4.230
C8 -0.784 -3.543 4.899
F4 -0.555 -4.198 6.050
C9 -0.135 -2.345 4.668
F5 0.743 -1.954 5.629
C10 3.096 1.391 2.180
C11 3.411 1.116 0.713
N3 2.567 0.038 0.256
C12 3.005 -0.932 -0.531
C13 2.079 -1.972 -0.849
F6 0.825 -1.848 -0.332
C14 2.327 -3.032 -1.678
F7 1.362 -3.934 -1.929
C15 3.567 -3.168 -2.287
F8 3.831 -4.209 -3.109
C16 4.515 -2.203 -2.017
F9 5.726 -2.297 -2.598
C17 4.257 -1.135 -1.178
F10 5.263 -0.231 -1.039
H1 2.571 3.908 2.911
H2 0.902 3.914 2.291
H3 2.261 3.680 1.181
H4 0.195 2.238 3.676
H5 1.770 2.284 4.469
H6 0.558 0.348 5.097
H7 1.997 -0.148 4.252
H8 3.101 0.431 2.692
H9 3.875 2.023 2.642
H10 4.485 0.945 0.612
H11 3.225 2.033 0.128
C18 -5.201 0.157 1.802
N4 -4.792 1.247 0.937
C19 -5.267 1.060 -0.437
C20 -3.450 1.643 1.073
N5 -2.532 1.019 1.687
N6 -3.229 2.870 0.459
C21 -2.025 3.465 0.134
N7 -2.217 4.459 -0.835
N8 -0.917 3.127 0.661
H12 -6.283 0.046 1.729
H13 -4.945 0.384 2.836
H14 -4.744 -0.802 1.521
H15 -6.333 1.281 -0.499
H16 -5.100 0.028 -0.767
H17 -4.724 1.702 -1.125
H18 -2.864 0.110 1.993
H19 -4.054 3.373 0.185
H20 -2.649 4.048 -1.658
H21 -1.335 4.867 -1.111
H22 -0.160 3.594 0.164
C22 1.766 -2.145 -6.711
C23 1.052 -1.359 -5.647
C24 0.774 -0.005 -5.812
C25 0.156 0.727 -4.809
C26 -0.194 0.105 -3.622
C27 0.052 -1.249 -3.447
C28 0.672 -1.969 -4.456
S1 -0.833 1.063 -2.277
O1 -1.374 0.091 -1.309
O2 -1.807 1.995 -2.811
O3 0.332 1.700 -1.648
H23 1.918 -1.550 -7.611
H24 1.205 -3.040 -6.986
H25 2.744 -2.475 -6.354
H26 1.055 0.489 -6.735
H27 -0.041 1.782 -4.950
H28 -0.228 -1.735 -2.522
H29 0.874 -3.022 -4.296

Results of the Mulliken charge analysis, in e, for atoms 1 through 5: Sr 1.36; C -1.70; N 1.23; C -1.27; C -1.01

Record 2
The following is a quantum chemistry calculation of a single C10H17N3OS molecule at a distorted geometry, from the Open Molecules 2025 dataset.

Summary:
SMILES = C=CC(/N=C/[C@@H](C)[S@@](=N)(=O)N=C)=C(C)C
LUMO level = 0.2 eV
calculated total energy = -1028.695522 Ha
ΔE to the lowest compared entry with this formula, charge and spin = 694.65 kJ/mol

CARTESIAN COORDINATES (ANGSTROEM)
C1 1.827 -1.471 1.420
C2 2.621 -0.362 -2.739
C3 0.546 -1.764 1.677
C4 -0.031 0.883 0.224
C5 -0.656 -1.282 0.908
C6 -1.948 -1.840 1.098
C7 -3.085 -1.129 0.408
C8 -2.324 -2.901 2.089
C9 -0.129 3.289 -0.289
C10 0.199 1.876 -0.821
N1 2.430 3.362 -2.284
N2 1.662 0.459 -2.592
N3 -0.432 -0.268 -0.038
O1 2.855 1.352 -0.409
S1 1.973 1.772 -1.443
H1 2.666 -1.909 1.899
H2 1.848 -0.694 0.656
H3 2.492 -1.357 -3.322
H4 3.511 -0.217 -2.186
H5 0.213 -2.443 2.529
H6 0.149 1.292 1.217
H7 -2.743 -0.413 -0.312
H8 -3.615 -1.944 -0.267
H9 -3.780 -0.761 1.282
H10 -2.790 -2.400 2.932
H11 -1.510 -3.520 2.419
H12 -3.007 -3.612 1.615
H13 0.421 3.624 0.505
H14 -1.224 3.441 -0.043
H15 0.091 3.976 -1.170
H16 -0.324 1.692 -1.688
H17 2.097 3.270 -3.275

Results of the Mulliken charge analysis, in e, for atoms 1 through 5: C -0.61; C -0.26; C -0.26; C -0.27; C 0.60

Record 3
The following is a quantum chemistry calculation of a molecular structure, C20H31AuNO2Se4Si2Te2, from the Open Molecules 2025 dataset.

Summary:
LUMO level = 2.1 eV
calculated total energy = -11842.632557 Ha
ΔE to the lowest compared entry with this formula, charge and spin = 0.00 kJ/mol
charge = -1

CARTESIAN COORDINATES (ANGSTROEM)
Au1 -0.929 1.684 -3.810
Se1 1.105 0.302 -4.322
Te1 2.257 2.411 -5.122
Te2 1.518 4.146 -3.183
Se2 -1.017 4.139 -3.408
C1 3.748 1.017 1.826
O1 2.601 1.297 1.052
C2 2.026 2.521 1.190
C3 2.464 3.513 2.057
C4 1.795 4.732 2.096
C5 0.709 4.971 1.272
C6 0.278 3.983 0.396
C7 0.919 2.758 0.369
N1 0.534 1.740 -0.531
C8 -0.682 1.307 -0.809
C9 -1.915 1.504 -0.201
C10 -2.136 2.039 1.103
C11 -3.360 1.992 1.688
C12 -4.450 1.406 0.976
C13 -4.302 0.912 -0.276
C14 -3.025 0.971 -0.975
O2 -2.914 0.596 -2.148
H1 4.558 1.716 1.603
H2 4.053 0.010 1.554
H3 3.521 1.051 2.896
H4 3.318 3.346 2.698
H5 2.143 5.502 2.773
H6 0.206 5.928 1.289
H7 -0.545 4.149 -0.291
H8 1.264 1.362 -1.127
H9 -0.696 0.630 -1.657
H10 -1.302 2.457 1.654
H11 -3.513 2.382 2.685
H12 -5.422 1.359 1.456
H13 -5.132 0.474 -0.816
C15 -0.096 -3.586 2.532
Si1 -1.020 -2.056 1.978
C16 -2.771 -2.034 2.633
C17 -0.112 -0.521 2.519
Se3 -1.259 -2.088 -0.302
H14 0.057 -3.575 3.615
H15 0.882 -3.628 2.048
H16 -0.646 -4.490 2.268
H17 -2.768 -2.018 3.726
H18 -3.331 -2.913 2.308
H19 -3.295 -1.142 2.281
H20 0.049 -0.544 3.600
H21 -0.705 0.364 2.278
H22 0.858 -0.428 2.028
C18 2.818 -3.155 -3.171
Si2 1.140 -3.407 -2.397
C19 -0.224 -3.182 -3.641
C20 0.969 -5.083 -1.578
Se4 1.045 -1.804 -0.746
H23 2.988 -3.887 -3.964
H24 3.618 -3.258 -2.434
H25 2.871 -2.157 -3.610
H26 -0.136 -3.956 -4.410
H27 -0.181 -2.209 -4.131
H28 -1.202 -3.284 -3.167
H29 0.966 -5.888 -2.317
H30 0.027 -5.121 -1.028
H31 1.784 -5.261 -0.874

Results of the Mulliken charge analysis, in e, for atoms 1 through 5: Au 0.34; Se -0.58; Te -0.16; Te -0.10; Se -0.70